No. 1
Molecular formula: C12H41F3N16O11
Method: DFT, the ωB97M-V functional and the def2-TZVPD basis

Results
- energy (hartree) = -2485.0795
- molar mass (g mol⁻¹) = 642.6
- relative energy (zero: lowest compared OMol25 entry of this formula, charge and spin) (eV) = 1.631
- spin multiplicity = 1
- HOMO energy (eV) = -6.0

Positions of all 83 atoms, in Å:
O  -0.11  -0.36  0.78
H  -0.50  -0.90  0.09
H  -0.77  -0.26  1.47
H  0.67  -0.74  1.19
C  -3.22  -2.89  -3.34
O  -4.61  -2.82  -3.23
O  -2.83  -2.50  -2.03
C  -2.85  -4.37  -3.87
F  -1.53  -4.60  -4.01
F  -3.36  -5.34  -3.15
F  -3.30  -4.36  -5.21
C  -5.28  -2.24  -4.42
C  -6.36  -1.21  -3.97
H  -7.09  -1.59  -3.25
H  -5.91  -0.39  -3.41
H  -6.83  -0.90  -4.91
H  -5.72  -2.97  -5.10
H  -4.82  -1.56  -5.14
H  -2.94  -2.21  -4.14
C  7.12  -0.30  0.74
O  8.20  -0.71  1.00
N  6.77  0.47  -0.23
N  6.05  -0.57  1.37
H  5.78  0.66  -0.12
H  7.45  0.83  -0.89
H  5.15  -0.47  0.93
H  6.10  -1.06  2.26
C  0.51  -3.81  3.75
O  0.95  -3.99  2.70
N  -0.74  -3.88  4.10
N  1.17  -3.72  4.88
H  -1.48  -3.96  3.43
H  -0.93  -4.12  5.06
H  0.81  -3.54  5.80
H  2.17  -3.67  4.85
C  -0.23  2.29  -3.88
O  -0.28  2.23  -2.68
N  -1.07  1.77  -4.68
N  0.54  3.12  -4.55
H  -1.82  1.20  -4.29
H  -1.04  2.20  -5.59
H  1.26  3.52  -3.96
H  0.53  3.19  -5.56
C  2.63  1.93  4.43
O  2.45  1.29  3.43
N  2.31  3.14  4.78
N  3.41  1.50  5.37
H  1.86  3.75  4.12
H  2.52  3.46  5.72
H  3.65  1.89  6.27
H  3.98  0.74  5.03
C  -3.82  0.05  4.40
O  -2.59  0.12  4.06
N  -4.67  0.90  3.87
N  -4.30  -0.52  5.44
H  -4.59  1.32  2.96
H  -5.60  0.64  4.16
H  -3.71  -1.23  5.86
H  -5.27  -0.36  5.66
C  -3.71  4.29  -0.09
O  -4.51  4.48  0.82
N  -3.43  3.11  -0.49
N  -3.02  5.16  -0.73
H  -2.62  2.83  -1.04
H  -4.00  2.36  -0.14
H  -2.36  4.87  -1.43
H  -2.97  5.99  -0.15
C  2.75  -3.14  -2.25
O  2.85  -2.27  -1.33
N  3.34  -2.97  -3.43
N  2.20  -4.30  -1.96
H  3.23  -3.69  -4.14
H  3.93  -2.19  -3.70
H  1.88  -4.49  -1.01
H  1.64  -4.70  -2.69
C  3.85  4.06  -0.55
O  3.94  4.65  -1.64
N  4.38  4.53  0.53
N  3.34  2.92  -0.33
H  4.92  5.38  0.53
H  4.15  4.05  1.40
H  3.25  2.55  0.61
H  3.10  2.37  -1.14

Mulliken atomic charge list, values in e, 4 entries:
1 O -0.331
2 H 0.435
3 H 0.436
4 H 0.415

No. 2
Molecular formula: C12H41N10O7
Method: DFT, the ωB97M-V functional and the def2-TZVPD basis

Results
- <S²> = 0.75
- energy (hartree) = -1555.9508
- molar mass (g mol⁻¹) = 437.5
- relative energy (zero: lowest compared OMol25 entry of this formula, charge and spin) (eV) = 0.000
- spin multiplicity = 2
- HOMO energy (spin up / spin down) (eV) = -1.6 / -9.2

Positions of all 70 atoms, in Å:
O  -1.31  0.23  0.35
H  -1.19  -0.72  0.28
H  -0.72  0.67  -0.27
H  -2.23  0.46  0.21
C  -1.54  -3.43  0.38
O  -1.67  -2.29  0.07
N  -0.66  -4.30  -0.06
N  -2.20  -3.97  1.36
H  -0.05  -4.10  -0.84
H  -0.87  -5.26  0.20
H  -2.83  -3.37  1.87
H  -1.83  -4.85  1.69
C  0.32  3.97  0.69
O  -0.36  3.06  1.15
N  -0.16  5.17  0.55
N  1.60  3.89  0.48
H  0.56  5.81  0.25
H  -1.07  5.49  0.84
H  1.91  2.93  0.50
H  2.14  4.71  0.25
C  1.28  -2.09  2.61
O  0.58  -1.21  2.17
N  1.91  -1.97  3.75
N  1.45  -3.28  2.15
H  2.53  -2.72  4.02
H  2.03  -1.02  4.09
H  2.06  -4.00  2.53
H  0.85  -3.60  1.41
C  1.07  1.41  -2.46
O  0.69  0.84  -1.42
N  1.35  2.70  -2.63
N  1.53  0.73  -3.50
H  1.68  3.00  -3.54
H  1.17  3.43  -1.96
H  1.88  1.28  -4.28
H  1.34  -0.24  -3.67
C  4.10  1.55  2.38
C  3.89  0.99  0.98
C  4.59  -0.41  0.79
O  5.97  -0.48  1.00
C  6.47  -1.82  1.06
N  2.45  1.21  0.75
H  3.99  0.85  3.20
H  3.32  2.25  2.68
H  5.09  1.99  2.54
H  4.47  1.63  0.32
H  4.43  -0.86  -0.20
H  4.17  -1.09  1.53
H  6.08  -2.43  0.25
H  6.12  -2.32  1.97
H  7.55  -1.85  1.21
H  2.19  1.15  -0.22
H  1.97  0.44  1.20
C  -4.99  -0.66  -0.02
C  -4.20  0.07  -1.21
C  -5.06  0.49  -2.35
O  -5.67  -0.68  -2.92
C  -6.76  -0.45  -3.81
N  -3.47  1.27  -0.73
H  -5.31  -1.68  -0.26
H  -5.81  -0.03  0.32
H  -4.32  -0.73  0.83
H  -3.42  -0.61  -1.55
H  -4.49  0.98  -3.15
H  -5.73  1.27  -1.97
H  -6.98  -1.35  -4.39
H  -6.67  0.33  -4.57
H  -7.64  -0.04  -3.31
H  -3.42  1.93  -1.49
H  -4.12  1.70  -0.09

natural (NBO) atomic charge list, values in e, 4 entries:
1 O -0.788
2 H 0.559
3 H 0.559
4 H 0.536

No. 3
Molecular formula: C12H41N3O7
Method: DFT, the ωB97M-V functional and the def2-TZVPD basis

Results
- energy (hartree) = -1172.7128
- molar mass (g mol⁻¹) = 339.5
- relative energy (zero: lowest compared OMol25 entry of this formula, charge and spin) (eV) = 0.000
- SMILES string = COC[C@H](C)N.COC[C@H](C)N.COC[C@H](C)N.O.O.O.O
- spin multiplicity = 1
- HOMO energy (eV) = -8.9

Positions of all 63 atoms, in Å:
C  -0.41  -2.79  2.27
O  0.47  -1.93  2.96
C  0.88  -2.46  4.20
C  1.62  -1.38  4.95
C  2.12  -1.87  6.29
N  0.77  -0.18  5.17
H  -1.32  -2.94  2.87
H  0.08  -3.72  2.00
H  -0.75  -2.28  1.37
H  -0.02  -2.76  4.75
H  1.53  -3.34  4.06
H  2.44  -0.99  4.35
H  2.89  -2.64  6.20
H  1.29  -2.31  6.86
H  2.46  -1.03  6.90
H  0.18  -0.33  5.99
H  0.10  -0.12  4.41
C  0.71  -1.28  -7.07
O  0.24  -0.21  -6.31
C  -0.19  -0.63  -5.03
C  -0.70  0.56  -4.25
C  0.27  1.75  -4.26
N  -1.04  0.10  -2.90
H  1.66  -1.71  -6.74
H  0.83  -0.95  -8.11
H  -0.03  -2.09  -7.14
H  -0.98  -1.39  -5.14
H  0.66  -1.09  -4.49
H  -1.64  0.89  -4.72
H  0.58  2.03  -5.26
H  1.14  1.56  -3.63
H  -0.26  2.63  -3.88
H  -0.16  -0.13  -2.43
H  -1.39  0.88  -2.35
C  -1.65  4.29  -1.20
O  -2.38  3.12  -0.98
C  -1.88  2.34  0.09
C  -2.82  1.18  0.30
C  -4.18  1.65  0.80
N  -2.21  0.34  1.34
H  -2.14  4.83  -2.01
H  -0.61  4.05  -1.48
H  -1.65  4.93  -0.30
H  -0.93  1.90  -0.24
H  -1.74  2.93  0.99
H  -2.97  0.58  -0.61
H  -5.03  0.97  0.77
H  -4.40  2.65  0.42
H  -4.13  1.76  1.90
H  -2.78  -0.47  1.55
H  -1.28  0.02  1.09
O  0.92  0.05  1.12
H  0.98  -0.67  1.78
H  0.93  -0.39  0.25
O  3.64  -1.18  -0.06
H  3.50  -0.61  0.71
H  4.60  -1.19  -0.18
O  3.41  0.92  1.94
H  3.34  1.34  2.80
H  2.52  1.00  1.55
O  1.39  -1.08  -1.43
H  2.36  -1.09  -1.28
H  1.14  -2.01  -1.49

natural (NBO) atomic charge list, values in e, 4 entries:
1 C -0.252
2 O -0.575
3 C -0.067
4 C -0.082